Entry 1:
17
Properties=species:S:1:pos:R:3:forces:R:3:lowdin_charge:R:1 method="wB97M-V/def2-TZVPD" orbital_gap_ev=9.2 smiles="NC(=O)CO.C=NN"
N -0.259 0.826 -1.403 1.43 -0.30 -0.68 0.141
C -0.761 0.404 -0.222 -5.03 1.43 -0.18 -0.469
O -0.641 1.007 0.835 1.29 -1.37 0.31 0.023
C -2.200 -0.394 -0.363 1.85 0.33 0.24 -0.179
O -2.790 -0.519 0.892 0.15 -0.03 0.23 -0.071
H -0.802 0.761 -2.247 -0.01 -0.70 0.09 0.101
H 0.751 0.860 -1.509 -0.39 0.51 0.15 0.076
H -2.087 -1.378 -0.831 0.10 0.13 0.01 0.111
H -2.812 0.246 -1.012 0.14 -0.01 -0.08 0.113
H -2.214 -0.039 1.514 -0.12 0.04 -0.20 0.078
C 1.822 -1.338 0.867 -1.29 0.00 -0.50 -0.078
N 2.121 -0.459 -0.005 3.99 0.96 0.65 -0.121
N 2.115 0.879 0.239 -2.19 -0.46 0.24 -0.028
H 2.441 -2.220 0.890 -0.66 -0.82 -0.76 0.052
H 0.939 -1.286 1.501 0.50 0.55 0.98 0.061
H 1.567 1.180 1.047 0.43 0.33 -0.50 0.090
H 2.809 1.470 -0.193 -0.19 -0.59 -0.02 0.100



Entry 2:
17
Properties=species:S:1:pos:R:3:forces:R:3:lowdin_charge:R:1 method="wB97M-V/def2-TZVPD" orbital_gap_ev=10.7 smiles="N#[N+][O-].CC(C)=N.O"
N -1.315 1.180 0.360 2.59 1.95 1.03 0.262
N -2.331 0.814 0.219 -2.56 -0.74 -0.34 -0.252
O -3.416 0.426 0.047 -1.35 -0.50 -0.21 0.118
C 0.888 -0.571 1.029 -0.01 -1.85 0.06 -0.070
C 0.855 0.184 -0.228 -0.06 0.34 -2.84 -0.483
C 1.449 1.576 -0.187 2.68 -1.14 -0.72 -0.056
N 0.164 -0.278 -1.221 1.31 -1.06 2.30 0.093
H 1.723 -0.459 1.689 0.52 0.66 0.21 0.082
H -0.025 -0.470 1.557 -0.82 0.89 0.85 0.067
H 0.788 -1.631 0.862 0.38 -0.53 -0.57 0.077
H 1.529 1.739 0.873 0.12 1.03 0.27 0.062
H 0.785 2.202 -0.708 -0.79 1.13 -0.28 0.041
H 2.506 1.746 -0.689 -1.99 -0.81 1.07 0.128
H 0.117 0.198 -2.088 0.24 1.21 -0.60 0.060
O -1.375 -2.267 -0.227 -0.68 1.16 2.59 -0.098
H -0.918 -1.416 -0.450 0.00 -1.52 -1.44 -0.037
H -1.422 -2.974 -0.837 0.42 -0.22 -1.38 0.006



Entry 3:
17
Properties=species:S:1:pos:R:3:forces:R:3:lowdin_charge:R:1 method="wB97M-V/def2-TZVPD" orbital_gap_ev=10.2 smiles="CC(C)(N)/N=[N+](/[O-])O"
C 0.557 -0.795 -1.245 1.59 0.18 0.07 -0.049
C -0.127 -0.365 0.068 0.43 2.45 -1.39 -0.604
C -1.221 -1.280 0.504 -1.04 2.73 -2.22 -0.031
N 0.904 -0.091 1.025 0.70 -1.36 3.42 0.025
N -0.891 0.982 -0.337 -0.88 -4.08 -0.58 0.138
N -0.421 2.097 -0.366 0.01 0.95 1.69 -0.426
O -0.967 3.084 -0.832 0.59 -0.12 -0.20 0.034
O 0.692 2.409 0.372 1.74 2.62 -0.10 0.039
H 1.271 0.061 -1.471 -1.09 -0.83 -0.32 0.090
H 1.355 -1.645 -1.018 -2.25 1.07 -0.74 0.118
H -0.223 -0.940 -2.070 1.54 -0.10 1.12 0.111
H -1.445 -1.120 1.506 -0.63 -0.06 1.79 0.063
H -0.979 -2.229 0.224 0.70 -2.91 -0.13 0.051
H -2.064 -0.977 -0.157 0.19 -0.36 0.79 0.106
H 0.610 -0.360 2.043 0.76 0.60 -2.55 0.147
H 1.806 -0.562 0.823 -1.05 0.33 0.18 0.102
H 1.142 1.733 0.929 -1.32 -1.12 -0.83 0.085



Entry 4:
17
Properties=species:S:1:pos:R:3:forces:R:3:lowdin_charge:R:1 method="wB97M-V/def2-TZVPD" orbital_gap_ev="6.0 / 8.1" spin_multiplicity=3
C -0.062 0.883 -1.250 -0.17 -0.28 0.13 -0.002
C -0.307 -1.149 1.108 -1.27 0.67 2.64 -0.173
C 0.805 0.549 -0.084 1.33 1.82 -0.39 -0.329
N -0.651 -2.063 0.193 -0.59 -1.44 -1.58 0.020
N 1.133 1.502 0.859 0.09 -1.35 -0.98 0.183
N 1.679 -0.511 -0.207 0.85 0.30 -0.88 -0.439
O 1.440 -1.396 -1.063 0.78 0.13 -0.68 -0.060
O 2.598 -0.620 0.625 0.36 0.18 0.59 -0.003
H 0.316 1.781 -1.745 0.02 0.03 0.08 0.093
H -0.026 0.058 -1.962 -0.05 0.14 0.15 0.085
H -1.094 1.069 -0.955 -0.01 0.02 0.10 0.091
H -1.067 -0.471 1.469 -0.18 -0.16 0.15 0.067
H 0.497 -1.386 1.786 0.14 0.04 -0.03 0.070
H -1.448 -1.834 -0.388 0.18 -0.16 0.09 0.094
H 0.147 -2.420 -0.354 -0.92 0.05 0.45 0.082
H 1.159 2.457 0.532 -0.41 0.01 0.08 0.114
H 1.980 1.217 1.350 -0.15 0.00 0.08 0.106



Entry 5:
18
Properties=species:S:1:pos:R:3:forces:R:3:lowdin_charge:R:1 method="wB97M-V/def2-TZVPD" orbital_gap_ev=10.3
C 0.861 -1.472 0.663 0.18 0.08 -0.17 -0.017
N 0.505 -0.321 -0.161 -1.09 0.24 -0.27 -0.182
C -1.160 -0.079 -0.412 0.63 0.87 0.26 -0.549
N -2.027 -0.970 0.190 0.35 -0.16 0.20 0.160
O 1.137 -0.423 -1.410 -0.12 0.09 0.70 0.011
O -1.323 0.358 -1.541 0.11 -0.08 0.21 0.032
H 0.448 -0.048 -2.005 -0.12 0.03 0.11 0.100
H -2.094 -0.872 1.192 0.00 0.06 -0.07 0.098
H -2.925 -0.987 -0.274 0.11 0.02 -0.03 0.109
H 1.947 -1.545 0.692 0.01 -0.05 0.07 0.098
H 0.467 -1.317 1.664 -0.01 0.07 -0.01 0.099
H 0.437 -2.379 0.236 0.01 0.06 -0.02 0.098
N 0.899 2.188 -0.235 -0.02 0.33 -0.18 0.117
C 0.500 1.162 0.614 -0.30 -0.90 -0.27 -0.432
O -0.818 1.109 0.896 0.33 -0.41 -0.64 -0.075
H 0.171 2.487 -0.870 -0.04 -0.19 0.03 0.097
H 1.788 2.076 -0.701 0.02 -0.05 0.17 0.092
H 1.187 1.031 1.461 -0.03 -0.03 -0.07 0.144



Entry 6:
17
Properties=species:S:1:pos:R:3:forces:R:3:lowdin_charge:R:1 method="wB97M-V/def2-TZVPD" orbital_gap_ev=9.4
C 0.487 1.159 -0.100 -3.06 0.03 -1.25 -0.203
C -0.651 1.760 0.695 0.82 0.06 -0.05 -0.261
C -0.144 0.057 -1.043 1.00 -1.04 -2.34 -0.312
N 1.514 -1.221 0.371 1.92 -0.21 1.28 -0.361
N -1.424 0.880 1.505 -2.10 -1.96 1.13 -0.041
N -1.281 -0.367 1.447 0.64 2.39 -0.86 0.027
O 0.699 -2.232 -1.899 -0.12 -0.47 0.88 -0.408
S 0.209 -1.571 -0.283 -0.44 -1.12 -2.48 0.884
H 1.001 1.995 -0.545 0.36 -0.15 -0.76 0.109
H 1.109 0.624 0.558 1.11 -0.32 0.64 0.037
H -0.343 2.560 1.350 0.62 0.08 0.71 0.111
H -1.332 2.365 0.104 -0.62 -0.44 -0.48 0.121
H -1.206 0.007 -1.398 0.53 0.77 1.16 0.097
H 0.338 -0.201 -2.060 0.01 1.22 1.61 0.091
H 1.782 -1.916 1.047 0.08 -0.33 0.29 -0.002
H -1.995 -0.849 2.000 -0.02 0.50 0.46 0.074
H 1.236 -3.051 -1.749 -0.74 0.98 0.06 0.037



Q: Which energy values were calculated for the entries above? A: -11819.2040 -11819.0527 -11817.3762 -11815.9744 -13867.6165 -20605.8177, in eV.
Q: Which maximum force values were calculated for the entries above? A: 5.23 3.40 4.22 3.01 1.15 3.30, in eV/Å.
Q: Which energy relative to the best compared isomer or geometry (same formula, charge and spin) values were calculated for the entries above? A: 4.855 5.007 6.683 0.220 3.438 4.304, in eV.